(1)
DFT (the ωB97M-V functional and the def2-TZVPD basis) results for the molecule C5H5IO2 in a non-equilibrium geometry.

Results
Kohn-Sham gap ... 10.01 eV
Structure (SMILES) ... O=C1O[C@]12CC[C@@H]2I
Multiplicity ... 1
Energy above the lowest of the compared OMol25 structures with the same formula, charge and spin ... 19.5 kJ/mol
LUMO level ... 0.2 eV
Max |F| ... 0.067 Eh/bohr

Last column: Mulliken charge in e.
Positions of all 13 atoms, in Å:
O1 1.5773 2.6356 0.7087  -0.52
C1 0.8011 1.9037 0.1652  0.32
O2 -0.0361 1.9031 -0.8739  -0.48
C2 0.0609 0.6821 -0.0943  0.68
C3 -1.0173 -0.0953 0.6687  -0.59
C4 -0.6655 -1.3308 -0.1533  -0.52
C5 0.5940 -0.6015 -0.7478  -0.71
I1 2.4801 -1.1633 0.1075  0.10
H1 -0.4716 -0.0134 1.6389  0.27
H2 -2.0142 0.2903 0.7341  0.37
H3 -0.4569 -2.2420 0.4392  0.28
H4 -1.4613 -1.4432 -0.8308  0.29
H5 0.6095 -0.5254 -1.7622  0.51



(2)
DFT (the ωB97M-V functional and the def2-TZVPD basis) results for a structure of composition C32H39CrF9O10S2 in a non-equilibrium geometry.

Results
Kohn-Sham gap (alpha / beta) ... 7.16 / 7.23 eV
Multiplicity ... 4
LUMO level (alpha / beta) ... -3.7 / -3.7 eV
Total charge ... +1
Max |F| ... 0.065 Eh/bohr

Last column: Mulliken charge in e.
Positions of all 93 atoms, in Å:
Cr1 -0.5980 -0.3972 0.6607  1.13
C1 -2.3062 3.0718 2.0361  0.51
F1 -2.2803 3.2067 0.6922  -0.12
F2 -2.3319 4.2290 2.8718  -0.22
F3 -3.3886 2.3643 2.3690  -0.19
S1 -0.8084 2.1794 2.6375  1.19
O1 -1.2555 0.8293 2.0020  -0.84
O2 0.3963 2.6641 2.0067  -0.52
O3 -0.7984 2.1159 4.0788  -0.64
C2 -1.1037 -0.4573 -3.5760  0.41
F4 -0.6834 -1.4878 -4.3663  -0.18
F5 -0.9823 0.7579 -4.1135  -0.15
F6 -2.3559 -0.7782 -3.2800  -0.13
S2 -0.0687 -0.3706 -1.9821  1.06
O4 1.2227 -0.2695 -2.5202  -0.61
O5 -0.5286 0.6109 -0.9972  -0.31
O6 -0.2749 -1.6210 -1.1934  -0.76
F7 1.1214 -4.1433 -1.4118  -0.27
C3 2.3934 -4.2938 -0.9226  0.43
C4 2.5297 -5.2659 -0.0195  -0.45
C5 3.6673 -5.3255 0.7311  -0.40
C6 4.7496 -4.4981 0.3950  -0.72
C7 4.6171 -3.6014 -0.6475  -0.28
C8 3.4204 -3.5233 -1.3723  -0.55
H1 1.6677 -5.8546 0.1958  0.59
H2 3.7530 -5.9394 1.5929  0.45
H3 5.6453 -4.5607 0.9651  0.47
H4 5.4148 -3.0610 -1.1769  0.39
H5 3.2900 -2.7297 -2.1419  0.38
F8 2.4355 8.4049 -1.1283  -0.34
C9 1.5999 7.4368 -1.4892  0.33
C10 0.2964 7.4178 -0.9851  -0.40
C11 -0.5609 6.3840 -1.3249  -0.34
C12 -0.1736 5.4553 -2.3080  -0.27
C13 1.0706 5.5380 -2.8623  -0.40
C14 2.0043 6.5082 -2.4063  -0.32
H6 0.1258 8.1586 -0.1812  0.34
H7 -1.5996 6.2667 -0.9499  0.38
H8 -0.9138 4.6795 -2.6674  0.33
H9 1.4174 4.7281 -3.5567  0.29
H10 3.0296 6.5734 -2.8163  0.41
F9 -6.3056 -2.4195 -3.7389  -0.35
C15 -5.1059 -3.0811 -3.6615  0.44
C16 -4.3614 -3.3636 -4.8162  -0.65
C17 -3.1209 -3.8844 -4.6242  -0.33
C18 -2.6583 -4.2128 -3.3740  -0.74
C19 -3.4346 -4.0434 -2.2695  -0.08
C20 -4.6937 -3.4943 -2.4098  -0.46
H11 -4.6602 -3.1248 -5.8411  0.39
H12 -2.4172 -4.0554 -5.4328  0.40
H13 -1.7402 -4.7197 -3.3100  0.52
H14 -3.1852 -4.4655 -1.2412  0.28
H15 -5.3941 -3.4231 -1.5807  0.58
C21 3.5588 -0.3742 1.0060  -0.82
C22 2.2348 0.0050 1.5984  1.15
O7 1.2312 -0.0600 0.8607  -0.03
C23 2.0000 0.1911 3.0257  -0.94
H16 4.2820 -0.5631 1.8191  0.44
H17 3.9258 0.4013 0.2820  0.29
H18 3.3718 -1.3435 0.4546  -0.08
H19 1.1293 -0.4672 3.3730  -0.01
H20 1.7721 1.2500 3.1874  0.15
H21 2.8795 -0.1419 3.5769  0.55
C24 -1.1678 -3.3475 3.8731  -1.38
C25 -0.6489 -2.9691 2.4931  0.29
O8 -0.7577 -1.8178 2.0616  -0.60
C26 0.0520 -3.9193 1.5757  -0.35
H22 -2.0648 -4.0127 3.6795  0.35
H23 -1.5413 -2.4238 4.4027  0.30
H24 -0.4479 -3.8575 4.4538  0.45
H25 0.0766 -4.9203 1.9874  0.58
H26 1.0749 -3.5516 1.4659  0.12
H27 -0.4390 -3.7148 0.5650  0.07
C27 3.1640 5.0326 1.1535  -0.80
C28 3.4668 4.0179 2.1598  0.61
O9 3.1979 2.8589 2.0170  -0.47
C29 4.2788 4.4897 3.3506  -1.45
H28 2.0399 5.1921 1.0293  0.18
H29 3.4676 4.6911 0.1608  0.29
H30 3.5941 5.9754 1.4108  0.44
H31 5.3691 4.5962 3.1028  0.28
H32 4.0227 3.7940 4.1000  0.40
H33 3.8222 5.3608 3.7769  0.45
C30 -4.3281 -1.5126 1.3800  -1.29
C31 -3.6465 -0.8044 0.1907  1.33
O10 -2.4424 -0.7027 0.1433  0.06
C32 -4.5253 -0.0620 -0.6956  -1.32
H34 -5.3787 -1.6679 1.3004  0.52
H35 -4.2558 -0.8071 2.2187  0.30
H36 -3.8910 -2.4567 1.5439  0.30
H37 -5.4488 -0.6180 -0.8701  0.44
H38 -4.0797 0.2849 -1.6403  0.21
H39 -4.7269 0.8602 -0.1119  0.33



(3)
DFT (the ωB97M-V functional and the def2-TZVPD basis) results for a cluster of 13 separate species, C21H62O13 in total in a non-equilibrium geometry.

Results
Kohn-Sham gap ... 9.27 eV
Multiplicity ... 1
Energy above the lowest of the compared OMol25 structures with the same formula, charge and spin ... 266.8 kJ/mol
LUMO level ... -0.3 eV
Max |F| ... 0.084 Eh/bohr

Last column: Mulliken charge in e.
Positions of all 96 atoms, in Å:
C1 2.1035 -0.4424 -5.0208  -0.14
C2 2.0704 -1.8295 -4.4241  -0.33
C3 0.7213 -2.4326 -4.9518  0.66
O1 0.0881 -1.3535 -5.7189  -0.45
C4 1.1160 -0.4257 -6.2370  -0.54
H1 3.0780 -0.1952 -5.4419  0.41
H2 1.8871 0.3082 -4.2606  -0.12
H3 2.1240 -1.8707 -3.3362  0.05
H4 2.9278 -2.3417 -4.8607  0.31
H5 -0.0990 -2.6464 -4.2666  -0.82
H6 0.8716 -3.2969 -5.5986  0.39
H7 0.6913 0.5737 -6.3320  0.30
H8 1.3660 -0.8126 -7.2249  0.30
C5 3.1047 -2.4275 2.1756  0.22
C6 3.7638 -3.2405 1.1607  -0.53
C7 3.3704 -4.6538 1.4021  -0.49
O2 2.0112 -4.3601 1.5762  -0.44
C8 1.8336 -3.2620 2.4714  -0.18
H9 2.7741 -1.4368 1.8635  -0.37
H10 3.8802 -2.4296 2.9416  0.35
H11 4.8524 -3.1901 1.1402  0.40
H12 3.5010 -2.9118 0.1552  0.07
H13 3.7820 -5.1801 2.2634  0.27
H14 3.6462 -5.3571 0.6163  0.34
H15 1.8527 -3.2709 3.5612  0.23
H16 0.9542 -2.6310 2.3420  0.11
C9 0.3617 0.1199 -1.4353  0.26
C10 -0.4068 -0.0530 -0.1633  0.52
C11 -0.8686 1.3692 0.2392  0.41
O3 0.3160 2.0942 -0.2965  -0.59
C12 0.9250 1.5215 -1.4714  -0.74
H17 -0.3442 0.0839 -2.2651  0.11
H18 1.2106 -0.5448 -1.5953  -0.06
H19 0.1561 -0.4991 0.6566  -0.22
H20 -1.2259 -0.7591 -0.3000  -0.14
H21 -1.1325 1.6156 1.2677  -0.03
H22 -1.7296 1.6126 -0.3833  -0.06
H23 2.0149 1.5287 -1.4837  0.27
H24 0.6371 2.1468 -2.3165  0.24
O4 -4.4915 1.5598 -2.2381  -0.62
H25 -4.5258 0.8108 -2.8333  0.29
H26 -4.0715 1.2195 -1.4481  0.33
O5 -1.3330 4.4049 -0.6953  -0.73
H27 -2.1864 4.0630 -0.4286  0.42
H28 -0.6994 3.8301 -0.2659  0.36
O6 -3.5690 3.2163 0.3864  -0.58
H29 -4.1032 3.7136 1.0058  0.25
H30 -3.9132 2.3245 0.4346  0.34
O7 -0.5565 4.3518 -3.3154  -0.69
H31 -0.7653 4.5600 -2.4048  0.43
H32 -1.1803 3.6661 -3.5540  0.29
O8 -2.8881 -0.5921 2.6034  -0.46
H33 -3.3239 -0.7415 3.4425  0.22
H34 -1.9763 -0.8383 2.7594  0.20
O9 -4.3447 -2.5289 0.5788  -0.66
H35 -3.5733 -1.9784 0.7138  0.41
H36 -5.0436 -2.0846 1.0588  0.23
O10 -4.2975 0.5674 0.5606  -0.44
H37 -3.6859 0.1584 1.1729  0.13
H38 -5.0891 0.0323 0.6187  0.27
C13 3.4359 1.7192 1.9056  -0.69
C14 4.6016 2.7061 2.3512  0.26
C15 4.0567 4.1646 2.3677  -1.05
O11 4.9853 2.3638 3.6458  -0.57
H39 3.2142 1.8973 0.8533  0.16
H40 2.5495 2.0346 2.4561  0.11
H41 3.7025 0.6948 2.1655  0.26
H42 5.4482 2.5830 1.6756  0.37
H43 4.0567 4.4210 1.3082  0.36
H44 4.7300 4.8067 2.9356  0.34
H45 3.0402 4.2097 2.7585  0.18
H46 4.3468 2.0103 4.2694  0.30
C16 0.0635 3.7202 4.8159  -1.32
C17 -0.6041 2.4313 5.2454  0.52
C18 -2.1208 2.3603 4.7885  -1.02
O12 0.1518 1.2714 4.8487  -0.52
H47 -0.1619 3.9430 3.7730  0.27
H48 1.1368 3.6421 4.9891  0.40
H49 -0.2661 4.4766 5.5281  0.43
H50 -0.7481 2.4376 6.3258  0.19
H51 -2.2151 2.3692 3.7027  0.13
H52 -2.6566 3.1784 5.2699  0.40
H53 -2.5366 1.4423 5.2039  0.26
H54 0.9891 1.5975 4.5108  0.28
C19 -1.4990 -3.8988 -2.0823  -1.07
C20 -2.6492 -3.2719 -2.9210  0.57
C21 -3.6094 -4.2309 -3.5215  -1.56
O13 -3.3383 -2.4823 -2.0393  -0.47
H55 -1.9229 -4.4851 -1.2671  0.48
H56 -0.8893 -3.0492 -1.7747  0.05
H57 -0.7943 -4.5060 -2.6505  0.40
H58 -2.0907 -2.7523 -3.6996  0.17
H59 -2.9026 -4.9264 -3.9740  0.40
H60 -4.3093 -3.7752 -4.2219  0.31
H61 -4.0782 -4.8152 -2.7298  0.40
H62 -3.6854 -3.1220 -1.4132  0.34



(4)
DFT (the ωB97M-V functional and the def2-TZVPD basis) results for a structure of composition C21H20I2N6OPmS5Sb in a non-equilibrium geometry.

Results
Kohn-Sham gap (alpha / beta) ... 4.57 / 4.57 eV
Multiplicity ... 5
Energy above the lowest of the compared OMol25 structures with the same formula, charge and spin ... 0.0 kJ/mol
LUMO level (alpha / beta) ... 3.3 / 3.3 eV
Total charge ... -2
Max |F| ... 0.051 Eh/bohr

Last column: Mulliken charge in e.
Positions of all 57 atoms, in Å:
Pm1 -1.1765 -0.3396 -0.6130  0.01
C1 0.2644 3.1669 -3.5928  -1.81
C2 0.2301 1.9713 -2.6843  0.37
N1 -0.6725 1.8083 -1.7397  1.76
N2 -1.6519 2.7911 -1.6608  -1.46
C3 -2.2957 2.8170 -0.5389  0.36
N3 -3.3715 3.7155 -0.5127  -0.56
S1 -2.0086 1.9449 0.9585  -0.54
C4 1.2687 0.9838 -2.7747  0.59
C5 2.3216 1.1116 -3.7139  -1.20
C6 3.3036 0.1633 -3.7753  -0.41
C7 3.2395 -0.9439 -2.9020  -1.19
C8 2.1843 -0.9985 -2.0185  -0.13
N4 1.2355 -0.0687 -1.8899  1.07
H1 -0.4965 3.8808 -3.2969  0.48
H2 0.0661 2.8631 -4.6276  0.31
H3 1.2474 3.6462 -3.5679  0.35
H4 -3.7489 3.8775 -1.4342  0.26
H5 -4.0587 3.4666 0.1796  0.26
H6 2.3213 1.9447 -4.4031  0.39
H7 4.1009 0.2504 -4.5060  0.39
H8 3.9620 -1.7480 -2.9342  0.41
H9 2.0872 -1.8627 -1.3683  0.31
I1 -1.5871 -5.3191 5.9857  -0.03
C9 -1.7827 -4.0709 4.3263  -0.35
C10 -3.0157 -3.5021 4.0350  -0.32
C11 -3.1343 -2.6621 2.9390  -0.63
I2 -4.9838 -1.8126 2.5235  0.04
C12 -2.0357 -2.3419 2.0916  0.47
O1 -2.1473 -1.5357 1.1031  -0.12
C13 -0.7986 -2.9686 2.4170  0.86
C14 0.3996 -2.7680 1.5195  -1.19
N5 0.6668 -1.3571 1.2105  0.20
C15 0.8986 -0.5635 2.4101  -0.77
C16 1.4045 0.8200 2.0769  0.35
C17 2.0145 1.6187 3.0440  -1.06
C18 2.4204 2.8897 2.6911  -0.31
C19 2.2172 3.3253 1.3883  -0.97
C20 1.6006 2.4627 0.4999  0.02
N6 1.2044 1.2369 0.8386  0.48
C21 -0.6843 -3.8017 3.5208  -0.67
H10 -3.8799 -3.7045 4.6527  0.33
H11 0.2317 -3.2749 0.5698  0.28
H12 1.2664 -3.2327 2.0075  0.37
H13 1.4712 -1.2810 0.5950  0.03
H14 1.6058 -1.0499 3.0978  0.43
H15 -0.0466 -0.4798 2.9540  0.43
H16 2.1513 1.2388 4.0500  0.45
H17 2.8883 3.5384 3.4237  0.39
H18 2.5129 4.3158 1.0654  0.41
H19 1.3909 2.7593 -0.5216  0.16
H20 0.2774 -4.2498 3.7443  0.35
S2 -1.0490 -0.4855 -4.9662  -0.76
Sb1 -2.2131 -1.7717 -3.3900  0.96
S3 -3.4863 -0.3233 -2.0634  -0.54
S4 -0.7353 -2.7779 -1.8549  -0.57
S5 -3.3948 -3.3126 -4.5684  -0.77



Among the records above, which one has the highest multiplicity?
C21H20I2N6OPmS5Sb